(1)
Entry from the Open Molecules 2025 dataset: a cluster of 2 separate species, C3H5N3S in total in a non-equilibrium geometry (ωB97M-V/def2-TZVPD).

Geometry (Å):
C1 0.7333 -1.4726 -0.7642
C2 0.9298 -0.1911 -0.9230
C3 -0.8036 -0.8860 0.7279
N1 -0.3569 -1.8787 0.1538
N2 0.3900 1.6849 1.2335
N3 -0.9745 1.6225 -1.0053
S1 -0.1787 0.7520 0.1004
H1 1.3103 -2.3485 -1.3166
H2 1.6194 0.2466 -1.6829
H3 -1.7694 -1.1550 1.7831
H4 0.5480 1.2302 2.0784
H5 -1.4476 2.3957 -0.3851

Force components x, y, z for each atom (eV/Å):
C 0.3 -3.1 -0.9
C 0.8 0.8 -1.2
C -4.1 -0.2 4.1
N 1.9 -0.8 -1.0
N -1.0 -0.5 -3.0
N 0.2 -0.3 3.3
S -0.2 3.7 -0.9
H -1.4 2.1 1.4
H -0.8 -0.1 1.1
H 3.0 1.5 -3.5
H 0.4 -1.2 1.9
H 1.0 -1.8 -1.3

Output
Net charge: 0
HOMO level in Eh: -0.349
Strongest force on any atom in eV/Å: 5.82
LUMO energy in eV: -0.67
Gap between HOMO and LUMO in eV: 8.81
Electronic energy in eV: -18491.1224
Molar mass in g mol⁻¹: 115.16



(2)
Entry from the Open Molecules 2025 dataset: a cluster of 2 separate species, C21H16F4O4 in total in a non-equilibrium geometry (ωB97M-V/def2-TZVPD).

Geometry (Å):
F1 -3.7371 3.0342 3.0909
C1 -3.6875 1.6840 3.0921
C2 -4.8511 0.9417 3.0763
C3 -4.8055 -0.4392 3.1173
F2 -5.9536 -1.1513 3.1124
C4 -3.5889 -1.0811 3.1696
C5 -2.3872 -0.3581 3.1730
C6 -1.1284 -1.0324 3.2242
C7 0.0924 -0.4027 3.1089
C8 1.3152 -1.0375 3.1778
C9 2.5800 -0.3768 3.1212
C10 3.7764 -1.1113 3.1028
C11 5.0006 -0.4806 3.0726
F3 6.1458 -1.2022 3.0528
C12 5.0598 0.9009 3.0624
C13 3.9012 1.6539 3.0776
F4 3.9655 3.0044 3.0815
C14 2.6812 1.0202 3.1030
C15 -2.4737 1.0413 3.1351
H1 -5.7982 1.4439 3.0400
H2 -3.5793 -2.1544 3.2045
H3 -1.1385 -2.0992 3.3651
H4 0.0866 0.6523 2.9135
H5 1.3194 -2.1062 3.2881
H6 3.7590 -2.1849 3.1034
H7 6.0131 1.3946 3.0489
H8 1.8014 1.6305 3.1320
H9 -1.5900 1.6462 3.1683
C16 -1.8342 -4.9864 -2.4485
C17 -0.6881 -4.0318 -2.1072
C18 0.3376 -3.9958 -3.2500
O1 -1.2437 -2.6979 -1.9799
C19 -1.8537 -2.4107 -0.7824
O2 -2.6062 -1.4491 -0.6319
C20 -1.5858 -3.2469 0.3260
C21 -0.5940 -4.2552 0.2794
O3 -0.2792 -4.8248 1.3222
O4 -0.0092 -4.5420 -0.9308
H10 -2.5464 -5.0001 -1.6282
H11 -2.3572 -4.6583 -3.3447
H12 -1.4670 -6.0000 -2.5960
H13 1.1440 -3.3154 -2.9842
H14 0.7666 -4.9820 -3.4226
H15 -0.1181 -3.6409 -4.1736
H16 -2.0715 -3.0389 1.2590

Force components x, y, z for each atom (eV/Å):
F -0.1 -0.7 0.0
C 0.4 -0.4 0.1
C -0.8 0.3 0.0
C 0.3 0.1 0.0
F 0.7 0.5 0.0
C -0.1 -0.7 0.1
C -0.7 0.4 0.0
C -0.2 -0.4 -0.4
C 0.9 0.1 -0.1
C -1.0 0.1 0.0
C 1.1 0.6 -0.1
C 0.0 -0.6 0.0
C -0.3 0.2 0.0
F -0.8 0.5 0.0
C 0.8 0.4 0.0
C -0.2 -0.4 0.0
F 0.0 -0.8 0.0
C -0.3 0.5 0.0
C 0.3 0.5 0.0
H -0.3 0.2 0.0
H 0.1 -0.3 0.0
H 0.0 -0.4 0.0
H 0.0 0.3 0.0
H 0.0 -0.4 0.0
H -0.1 -0.4 0.0
H 0.3 0.1 0.0
H -0.3 0.3 0.0
H 0.2 0.2 0.0
C 0.0 0.1 0.2
C -0.3 -0.5 -0.6
C -0.1 0.3 0.6
O 0.5 -0.4 0.4
C -1.0 0.5 1.4
O 0.5 0.0 -1.3
C 0.7 -0.1 -1.0
C -0.8 0.3 1.4
O 0.9 -0.5 -0.9
O -0.2 0.7 -0.2
H -0.1 0.0 0.1
H 0.1 0.1 0.0
H 0.1 0.0 0.0
H 0.1 0.1 0.0
H -0.1 0.0 0.1
H -0.1 0.0 0.1
H -0.2 -0.1 0.1

Output
Net charge: 0
HOMO level in Eh: -0.251
Strongest force on any atom in eV/Å: 1.78
LUMO energy in eV: -3.56
Gap between HOMO and LUMO in eV: 3.27
Electronic energy in eV: -41093.3027
Molar mass in g mol⁻¹: 408.35



(3)
Entry from the Open Molecules 2025 dataset: a structure of composition C23H43N2O2P3Sn in a non-equilibrium geometry (ωB97M-V/def2-TZVPD).

Geometry (Å):
Sn1 0.2383 0.5793 -1.0593
P1 -0.9073 2.0034 0.8639
P2 0.7422 -1.3655 1.4552
P3 -2.4308 -0.9758 -0.4847
H1 1.2707 1.2015 -6.9306
C1 0.2117 1.4921 -6.9075
C2 -0.2820 2.6173 -6.3812
H2 0.3115 3.3961 -5.8868
C3 0.1429 3.4667 1.1430
C4 -1.2998 1.4365 2.5580
C5 -2.4858 2.6882 0.2340
C6 1.4443 -2.9402 0.8618
C7 2.1678 -0.7665 2.4463
C8 -0.3326 -1.9421 2.8372
C9 -3.5667 -0.4249 -1.8083
C10 -3.6819 -1.0896 0.8640
C11 -2.2784 -2.7202 -1.0010
H3 -0.4547 0.8019 -7.4616
H4 -1.3501 2.8496 -6.5433
H5 0.5001 3.8629 0.1794
H6 1.0177 3.1903 1.7545
H7 -0.4327 4.2508 1.6647
H8 -0.3793 1.1610 3.0866
H9 -1.9705 0.5703 2.5450
H10 -1.7892 2.2489 3.1148
H11 -2.4287 2.7987 -0.8632
H12 -2.6465 3.6821 0.6910
H13 -3.3344 2.0263 0.4840
H14 1.4000 -3.6981 1.6555
H15 2.4894 -2.8121 0.5354
H16 0.8550 -3.2856 0.0031
H17 2.3937 -1.4842 3.2499
H18 1.9083 0.2077 2.8823
H19 3.0486 -0.6516 1.8022
H20 -0.0059 -2.9303 3.1943
H21 -1.3763 -2.0117 2.4993
H22 -0.2855 -1.2287 3.6736
H23 -4.4907 -1.0060 -1.6596
H24 -3.1694 -0.6191 -2.8172
H25 -3.7855 0.6464 -1.6981
H26 -4.6350 -1.3742 0.3911
H27 -3.8050 -0.1144 1.3623
H28 -3.4029 -1.8533 1.6048
H29 -3.2380 -3.0217 -1.4371
H30 -2.0449 -3.3650 -0.1463
H31 -1.4911 -2.8110 -1.7582
C12 -0.4591 1.2922 -3.7814
C13 0.2071 0.1463 -4.3000
C14 -0.5334 -0.7725 -5.0281
C15 -1.8591 -0.5180 -5.3800
C16 -2.4364 0.7046 -5.0442
C17 -1.7811 1.5857 -4.2138
O1 0.0797 1.9705 -2.7584
H32 0.2723 -0.6755 -2.3603
H33 1.2989 0.0691 -4.2875
H34 -0.0450 -1.6790 -5.3913
H35 -2.3880 -1.2322 -6.0111
H36 -3.4190 0.9694 -5.4549
H37 -2.2983 2.4827 -3.8343
N1 6.5599 -1.8276 -0.5928
C18 5.1871 -1.7650 -0.4827
O2 4.5285 -2.7721 -0.2246
C19 4.5636 -0.4114 -0.5341
C20 5.2023 0.6811 0.0475
C21 4.4794 1.8517 0.1945
C22 3.1456 1.8975 -0.2257
N2 2.5304 0.8340 -0.8041
C23 3.2316 -0.3233 -0.9380
H38 6.8943 -2.7375 -0.8547
H39 7.0828 -1.0500 -0.9873
H40 6.2190 0.5873 0.4201
H41 4.9287 2.7412 0.6244
H42 2.5431 2.8012 -0.0538
H43 2.7137 -1.1994 -1.3369

Force components x, y, z for each atom (eV/Å):
Sn 1.2 0.4 -0.8
P -0.3 1.9 0.4
P 1.0 -1.9 1.8
P -2.1 -1.9 -0.2
H -0.4 0.4 0.1
C 0.7 -1.8 -1.2
C -1.2 1.7 0.8
H -0.1 -0.5 -0.2
C 0.4 0.0 -0.2
C 0.4 -0.9 -0.2
C -0.1 -0.4 -0.6
C -0.2 0.0 -1.2
C 0.0 1.2 -0.5
C -0.9 0.6 -0.2
C 0.4 1.0 -0.6
C 0.6 0.4 0.7
C 0.9 0.0 0.3
H 0.4 0.4 0.5
H 0.8 0.0 0.0
H -0.2 0.0 0.3
H -0.3 0.1 -0.1
H 0.2 -0.4 -0.2
H -0.2 0.1 -0.1
H 0.1 0.2 0.0
H 0.1 0.1 -0.4
H -0.1 0.1 0.4
H 0.1 -0.5 -0.1
H 0.4 0.3 -0.1
H -0.1 0.3 -0.1
H -0.3 0.0 0.0
H 0.2 -0.3 0.1
H -0.3 0.0 -0.3
H 0.3 -0.2 0.1
H -0.2 0.0 0.2
H 0.0 0.3 -0.3
H 0.3 -0.1 0.3
H 0.0 -0.2 -0.3
H 0.3 0.2 0.0
H -0.1 0.1 0.4
H -0.1 -0.3 -0.2
H 0.3 0.1 0.2
H -0.2 -0.4 -0.1
H -0.1 0.3 -0.2
H 0.1 0.1 0.1
H 0.0 0.1 -0.2
H -0.2 -0.2 0.1
C 0.3 0.7 1.0
C 0.2 -0.2 -1.0
C 0.2 -0.5 -0.2
C 0.1 -0.1 -0.2
C -0.8 -0.2 -0.3
C -0.2 0.7 0.0
O -0.5 -1.1 0.4
H -0.1 0.5 1.0
H -0.4 0.0 0.5
H -0.1 0.3 0.0
H 0.0 0.2 0.2
H 0.3 -0.2 0.3
H 0.5 -0.4 -0.2
N -1.5 0.9 -0.6
C 1.7 -1.8 0.3
O -0.2 1.3 -0.5
C -0.6 -0.1 0.3
C -0.3 0.0 -0.2
C -0.7 0.4 -0.3
C 0.1 0.2 0.2
N -0.4 -0.5 0.6
C 0.2 0.5 0.1
H 0.4 -0.4 0.3
H -0.2 -0.3 0.1
H -0.1 0.1 0.0
H -0.1 -0.1 0.0
H 0.4 -0.5 -0.3
H 0.2 0.2 0.1

Output
Net charge: +4
HOMO level (alpha / beta) in Eh: -0.720 / -0.725
Strongest force on any atom in eV/Å: 2.83
LUMO energy (alpha / beta) in eV: -14.33 / -15.94
Gap between HOMO and LUMO (alpha / beta) in eV: 5.26 / 3.80
Electronic energy in eV: -65277.5094
Molar mass in g mol⁻¹: 591.24



(4)
Entry from the Open Molecules 2025 dataset: a cluster of 2 separate species, C5H7N3O2 in total in a non-equilibrium geometry (ωB97M-V/def2-TZVPD).

Geometry (Å):
C1 2.4107 1.1625 0.6121
C2 1.4054 0.2585 0.7746
C3 0.7716 1.9588 -0.4551
C4 -1.2221 -1.0735 0.0436
C5 -0.9253 0.3526 -0.0387
N1 1.9661 2.2296 -0.1137
N2 0.3421 0.7904 0.0381
N3 -1.9964 1.2628 0.1937
O1 -3.0881 0.7086 0.4209
O2 -1.8040 2.4318 0.0494
H1 3.4684 1.1408 0.9296
H2 1.4558 -0.6885 1.1070
H3 0.0208 2.6102 -1.0212
H4 -0.5033 -1.5477 -0.5846
H5 -1.1455 -1.5611 1.0350
H6 -2.2766 -1.3052 -0.3832
H7 -1.1975 0.7850 -2.0204

Force components x, y, z for each atom (eV/Å):
C 0.6 -0.3 0.5
C 0.9 2.4 -1.5
C -2.0 3.1 -1.8
C -2.0 -1.0 -0.6
C -1.2 -0.9 2.2
N 1.4 1.0 -0.5
N -0.1 -0.9 0.7
N -0.6 -2.9 -0.3
O 0.4 0.8 0.0
O -0.2 2.2 0.1
H -1.0 -0.2 0.0
H -0.3 -2.9 1.3
H 1.8 -1.0 0.9
H 0.6 -0.7 -0.5
H -0.2 0.6 -0.2
H 1.8 0.5 0.9
H 0.0 0.1 -1.1

Output
Net charge: 0
HOMO level (alpha / beta) in Eh: -0.313 / -0.360
Strongest force on any atom in eV/Å: 4.14
LUMO energy (alpha / beta) in eV: 0.50 / -2.79
2S+1: 3
Gap between HOMO and LUMO (alpha / beta) in eV: 9.03 / 7.01
Electronic energy in eV: -13855.6118
Molar mass in g mol⁻¹: 141.13